Density functional theory data (the ωB97M-V functional and the def2-TZVPD basis) for a molecular structure, C42H38Cl2NO6RuSSb2.

Results
largest force on an atom	0.49	eV Å⁻¹
frontier orbital gap (alpha / beta)	6.942 / 7.362	eV
calculated total energy	-109484.2925	eV
highest occupied orbital energy (alpha / beta)	-4.51 / -5.66	eV
relative energy (zero: lowest compared OMol25 entry of this formula, charge and spin)	0.0	kJ/mol

The geometry in ORCA input format:
```
! wB97M-V def2-TZVPD RIJCOSX def2/J DEFGRID3
* xyz -1 5
Ru 1.517 1.701 1.402
C -2.351 -0.887 2.429
C -2.995 0.450 2.062
C -2.004 1.614 1.963
Sb -1.196 1.966 -0.012
C 0.739 4.587 1.532
C 0.485 5.220 0.312
C -0.670 5.960 0.114
C -1.605 6.088 1.134
C -1.365 5.471 2.354
C -0.207 4.732 2.550
C -3.059 2.722 -0.770
C -3.566 2.277 -1.989
C -4.778 2.754 -2.474
C -5.498 3.692 -1.749
C -4.996 4.155 -0.540
C -3.786 3.676 -0.057
Sb -1.347 -2.281 1.110
C -0.996 -1.302 -0.777
C -1.959 -1.206 -1.780
C -1.636 -0.675 -3.023
C -0.347 -0.224 -3.278
C 0.621 -0.322 -2.289
C 0.301 -0.870 -1.055
C -3.180 -3.206 0.416
C -4.438 -2.610 0.499
C -5.573 -3.250 0.016
C -5.470 -4.507 -0.562
C -4.228 -5.119 -0.650
C -3.099 -4.473 -0.161
H -3.113 -1.553 2.846
H -1.616 -0.732 3.220
H -3.698 0.685 2.872
H -3.604 0.391 1.154
H -1.187 1.474 2.674
H -2.486 2.559 2.223
H 1.198 5.104 -0.496
H -0.849 6.431 -0.846
H -2.511 6.660 0.976
H -2.085 5.562 3.159
H -0.034 4.236 3.499
H -3.016 1.540 -2.563
H -5.160 2.387 -3.419
H -6.444 4.063 -2.124
H -5.546 4.896 0.029
H -3.402 4.063 0.881
H -2.971 -1.548 -1.601
H -2.395 -0.612 -3.795
H -0.099 0.200 -4.244
H 1.626 0.039 -2.462
H 1.067 -0.923 -0.292
H -4.542 -1.626 0.942
H -6.538 -2.763 0.088
H -6.353 -5.008 -0.941
H -4.137 -6.103 -1.097
H -2.135 -4.967 -0.236
C 1.917 3.706 1.722
H 2.290 3.730 2.748
H 2.742 3.950 1.046
O 1.613 1.281 3.353
S 1.542 -0.279 3.234
O 0.613 -0.789 4.206
O 0.966 -0.358 1.814
O 2.873 -0.825 3.271
Cl 2.059 -3.741 1.792
C 2.183 -3.927 0.080
C 1.522 -4.985 -0.520
C 1.660 -5.207 -1.879
C 2.464 -4.364 -2.626
C 3.093 -3.292 -2.019
Cl 4.045 -2.246 -3.030
C 2.963 -3.017 -0.651
N 3.521 -1.871 -0.078
C 4.947 -1.698 -0.119
C 5.793 -2.732 0.259
C 7.168 -2.561 0.235
C 7.700 -1.343 -0.161
C 6.851 -0.315 -0.547
C 5.472 -0.479 -0.545
C 4.560 0.593 -1.070
C 3.633 1.167 -0.026
O 3.999 1.396 1.125
O 2.417 1.418 -0.416
H 0.915 -5.634 0.097
H 1.145 -6.031 -2.353
H 2.594 -4.510 -3.690
H 3.140 -1.649 0.843
H 5.357 -3.670 0.583
H 7.819 -3.371 0.538
H 8.772 -1.192 -0.173
H 7.265 0.633 -0.869
H 3.950 0.201 -1.884
H 5.153 1.422 -1.464
*
```

Atom charges from the Löwdin analysis, given in e for atoms 1 to 2:
1 Ru 1.312
2 C -0.390